# 1
DFT (wB97M-V/def2-TZVPD) results for a molecular structure, C21H11Co2N3O6 at a distorted geometry.

CARTESIAN COORDINATES (ANGSTROEM)
H 6.15317 2.17825 0.54282
O -2.94055 -0.27345 1.84910
O -1.18989 -2.19038 3.74101
C 5.09814 1.87595 0.61970
C 4.35051 1.48170 -0.51117
C -0.47226 -1.36910 3.37290
H 5.04262 2.17591 2.79296
C -4.52143 -2.29863 -4.02749
C -3.36638 -1.53586 -2.03431
N -0.22873 -0.98491 -3.71674
N -1.00849 -0.73791 -2.66313
H 4.83821 1.43950 -1.48690
C -3.40331 -2.22514 -4.84810
H 2.41153 0.89847 -1.26877
Co 0.77211 -0.22626 2.94549
C -1.29151 2.70693 0.59209
N -0.93185 -1.60602 -4.72243
H 2.65872 1.58324 2.99704
C 2.13474 -1.32357 2.88430
H -1.46940 -0.85835 -0.65143
C 3.00268 1.13487 -0.37473
H -3.27424 -1.34217 -0.95864
O -0.72544 2.93440 3.96166
O -1.89435 3.52611 0.04315
C 4.49613 1.89199 1.88962
H -3.36275 -2.42073 -5.92810
H -5.44990 -2.10056 -2.05143
C -0.42380 -0.49854 -0.83884
Co -0.55524 1.37154 1.49926
C 2.41413 1.08438 0.90827
O 1.28314 0.92874 5.57005
C -1.94396 0.32796 1.79700
C -4.53805 -1.99340 -2.65559
C 1.07158 0.56733 4.48316
O 3.03897 -2.04212 2.84734
C -0.44908 2.17017 3.13926
C 0.01295 0.36252 0.14188
H -5.44255 -2.60905 -4.46391
H 0.37510 -0.98329 -1.42469
C -2.21508 -1.80488 -4.22991
C -2.24219 -1.37452 -2.86180
C 3.15832 1.52739 2.01818
C 1.02766 0.63152 1.08186

Force components x, y, z for each atom (eV/Å):
-0.472 -0.258 -0.171
1.828 0.715 -0.050
-0.099 -0.112 0.220
0.032 -0.181 -0.019
0.297 0.346 0.756
-0.557 -0.751 -0.280
-0.008 0.058 -0.396
0.026 -0.039 -0.619
-0.326 -0.077 -0.297
-2.814 -0.245 -0.639
-1.469 -1.142 -4.041
-0.190 0.127 0.194
0.519 0.047 0.380
0.148 -0.098 0.524
-0.179 -0.043 0.490
-0.153 0.709 -0.365
-0.200 0.451 1.339
0.407 -0.157 -0.705
0.212 0.320 -1.047
1.319 0.188 -0.518
0.343 -0.127 0.260
-0.476 0.086 -0.536
0.676 -0.971 0.071
0.509 -0.681 0.375
-0.447 -0.040 -0.421
-0.459 -0.141 0.516
0.389 -0.071 -0.436
1.103 0.442 4.361
-2.687 1.916 4.074
0.031 0.796 -0.542
-0.162 -0.258 -0.658
-2.764 -0.728 -0.158
1.034 0.280 0.916
0.550 0.329 1.091
-0.412 0.155 0.336
-1.019 1.742 -0.728
1.735 -2.774 -2.564
-0.674 -0.222 -0.350
-0.227 -0.481 1.629
1.240 0.510 0.731
1.296 0.965 -1.291
0.386 0.214 -0.051
1.713 -0.797 -1.381

Kohn-Sham gap   0.201 Eh
Energy relative to the best compared isomer or geometry (same formula, charge and spin)   105.1 kJ/mol
Charge   -2
Total energy   -113959.33781 eV

---

# 2
DFT (wB97M-V/def2-TZVPD) results for a molecular structure, C33H55BrCl2IN3O4SSbSi3Ti.

CARTESIAN COORDINATES (ANGSTROEM)
C 4.13895 1.97780 -2.35242
H -5.43601 -3.32907 -0.90435
H 2.63161 -2.57528 3.79614
H -3.30785 -3.89846 -4.57647
H -1.38417 4.10985 -0.31990
H 2.66455 -1.74506 -2.03653
H 4.48491 2.85397 0.77655
H 3.47852 2.24598 -3.17903
C 2.75173 -1.91321 2.93727
Cl 0.36057 -0.91548 5.38869
C -2.28279 2.82374 2.42537
C -3.33195 -2.90524 -0.87007
C 3.72243 3.57146 1.07345
H 1.55915 5.10155 -0.57348
H 5.56980 -0.12549 -0.32035
Sb 1.20958 1.40734 -0.38774
C -2.57626 0.38983 -3.72908
C 2.55955 -2.70938 1.68924
C -3.31898 -3.60870 -3.53452
H -5.42820 -3.92930 -3.30076
S -1.71664 1.18719 2.91259
O -4.68897 1.10793 -4.35583
Ti -0.72161 -0.63532 0.22820
C 0.39165 2.91728 -3.73342
Si 3.48501 0.53033 -1.38560
H 0.27759 3.81195 2.96129
H -3.49219 0.43467 -0.04585
H 5.10053 1.68798 -2.78708
C -3.22608 0.48997 3.60183
H -2.43344 -0.53442 5.33391
H -0.67862 -2.90587 6.09714
C -3.62085 2.94612 1.72310
C -2.13638 -2.87130 -1.57564
C 1.26182 -3.41055 -0.23136
H -5.56930 1.36879 -4.05066
C 2.42140 1.66050 3.10612
H 3.20971 0.93455 2.91289
H 0.34073 3.86031 -4.28639
C 1.53170 4.77444 -1.61214
H -2.03742 2.89789 -1.44093
H -2.39775 -1.51023 3.86982
H 1.51794 1.12065 3.39963
N 3.46451 -3.63946 1.41316
H 4.31132 2.86273 -1.74190
C 0.12049 -2.67239 5.40435
C 2.08645 -5.39804 -1.61990
H -2.28925 0.34739 -4.77018
C -2.97523 -0.76606 4.41929
O -1.53273 0.43672 1.54482
H -3.90104 0.33417 2.75889
H -3.62978 1.29575 4.22137
H -0.18974 -4.30225 -1.54757
H -4.45353 2.60102 2.33216
C -2.13404 -3.23606 -2.91603
C 3.31414 -4.44145 0.36316
H 4.23692 -1.34168 -2.71717
H 4.10193 -5.16989 0.20528
H -2.25566 3.37599 3.37069
H 1.18463 5.62160 -2.21174
C -4.20645 0.80800 -2.01389
H 1.52393 4.96874 2.55581
C -3.86944 0.78645 -3.37321
Si 0.36752 3.35754 -1.92455
C -4.50791 -3.62615 -2.82040
H 2.94917 -6.06455 -1.61546
H 4.21826 -0.89999 0.49162
H -1.77124 4.55863 -1.97617
C -1.70419 0.03932 -2.73250
C -1.36755 3.75573 -1.35301
C 2.21683 -4.40716 -0.48348
N -1.99547 0.06646 -1.42031
H 2.79532 -0.67852 -3.46291
H -3.93623 -1.20142 4.69172
C -4.51839 -3.28164 -1.47490
C -3.25360 0.44577 -1.09943
Si 2.13710 2.79498 1.66261
H 1.05082 -3.14144 5.70075
C 0.00737 -3.41018 -0.95692
H -5.19580 1.09330 -1.68121
H 0.32970 4.54856 1.34165
H 2.54822 4.54695 -1.93616
C 4.55463 0.03865 0.05389
H -1.20660 -3.23266 -3.47417
H 2.03248 -1.10527 3.02414
H 2.10016 -4.87188 -2.57771
O 0.57073 -1.53542 1.03949
I -3.25771 -2.48283 1.17041
C 3.24016 -0.94322 -2.50242
H -1.46169 3.20022 1.81514
H 3.57320 4.28218 0.26127
H 3.76926 -1.52562 2.97699
H 4.12238 4.13281 1.92454
H 2.73579 2.26827 3.95995
H 4.61558 0.78699 0.84265
H 0.99534 -6.96085 -1.11773
Cl -0.33119 -3.29229 3.80162
O 0.86374 -6.11622 -1.56078
H 1.30376 2.40796 -4.04509
H -0.46312 2.31605 -4.03932
H -3.79132 4.00239 1.51440
Br 0.01491 -0.54355 -3.21224
C 0.93224 4.14105 2.15369
H -3.62191 2.42425 0.76849
C 1.46904 -2.53255 0.83260
N -0.92126 -2.51561 -0.88182

Force components x, y, z for each atom (eV/Å):
0.003 -0.021 -0.012
0.000 -0.001 0.000
0.040 -0.002 -0.022
-0.001 0.000 0.000
-0.005 -0.006 -0.011
-0.003 0.007 0.003
-0.004 0.027 -0.015
0.009 0.002 0.013
0.009 0.024 -0.023
0.049 0.010 0.034
0.006 -0.006 -0.010
0.013 -0.003 0.000
-0.003 0.006 -0.018
-0.005 0.004 0.006
-0.001 0.003 -0.001
-0.007 -0.015 0.009
0.005 -0.003 0.006
0.030 0.021 -0.014
0.001 0.005 0.004
0.000 -0.001 0.000
0.040 0.021 0.035
-0.003 0.001 0.003
0.240 -0.009 -0.009
0.008 -0.011 0.003
-0.015 -0.002 -0.021
-0.001 -0.001 0.007
0.004 -0.008 0.004
0.002 0.006 0.002
-0.009 0.005 -0.001
-0.023 0.001 -0.017
-0.002 -0.003 0.005
-0.002 -0.003 0.009
0.004 -0.001 0.003
0.001 0.007 -0.029
-0.001 0.000 0.000
-0.025 -0.019 -0.004
0.010 -0.022 -0.004
-0.003 -0.004 -0.004
-0.006 0.003 -0.003
-0.001 0.001 -0.001
-0.022 0.015 0.001
0.014 0.005 -0.001
-0.004 -0.008 0.003
0.008 0.020 0.038
-0.001 0.001 -0.004
0.008 0.011 -0.005
-0.001 0.000 0.000
-0.025 0.000 -0.003
-0.135 0.035 -0.010
-0.002 0.002 -0.003
-0.003 0.001 -0.001
0.004 0.010 -0.002
-0.001 -0.005 0.004
-0.005 -0.016 0.001
0.004 0.007 0.006
0.000 -0.001 0.000
0.001 0.002 -0.001
-0.003 -0.002 0.000
0.000 0.002 0.000
0.005 0.004 0.001
0.000 0.002 -0.005
0.004 -0.004 0.002
0.002 -0.005 0.003
0.002 -0.005 -0.004
-0.002 -0.002 0.002
-0.036 -0.078 0.038
0.000 0.001 0.000
-0.004 0.000 -0.011
0.007 -0.001 0.014
0.003 -0.003 0.015
0.005 0.003 0.071
0.015 -0.004 0.010
-0.010 0.002 -0.007
-0.002 0.014 -0.001
-0.022 -0.005 -0.011
-0.005 -0.012 0.008
0.000 -0.001 0.007
-0.032 -0.005 0.006
0.000 0.001 0.001
0.004 0.005 -0.008
-0.008 -0.001 0.000
0.016 0.041 0.007
-0.002 -0.005 0.003
0.022 -0.002 -0.003
0.004 0.000 0.001
-0.105 0.091 -0.170
-0.032 0.003 0.015
-0.016 -0.006 -0.004
-0.012 -0.003 0.007
0.005 -0.010 0.006
0.003 0.022 -0.001
0.003 0.002 -0.003
0.001 0.006 -0.002
-0.001 -0.046 -0.008
0.001 -0.005 -0.005
-0.014 -0.035 0.001
-0.005 -0.020 0.007
-0.011 0.005 0.004
-0.008 -0.015 0.000
0.001 -0.001 -0.003
0.038 0.086 -0.006
0.009 0.007 -0.004
0.000 -0.012 -0.005
-0.005 -0.034 0.053
-0.014 -0.067 0.031

Kohn-Sham gap   0.266 Eh
Energy relative to the best compared isomer or geometry (same formula, charge and spin)   0.7 kJ/mol
Charge   +3
Total energy   -215065.28917 eV

---

# 3
DFT (wB97M-V/def2-TZVPD) results for a molecular structure, C25H25F2N5O5S2 at a distorted geometry.

CARTESIAN COORDINATES (ANGSTROEM)
H -8.20317 -4.23259 1.97520
O -2.00520 -2.06714 1.83138
H -2.66574 -3.56335 5.75277
C 0.16410 4.08595 -6.90970
H 4.50140 7.56608 -2.05186
H 6.02849 0.22756 2.51192
H -1.23862 -7.57697 6.22044
C -0.63456 -5.46101 3.84962
F -0.78941 -3.40486 -1.12153
C 1.83678 4.92420 -1.48674
C 4.58230 2.51174 0.49560
H -4.48104 -5.85073 4.67081
H -0.15204 4.62408 -8.96474
C 5.29992 0.70453 1.86523
C -7.40469 -4.61189 2.60373
C 3.73161 6.81295 -1.92113
H 2.28536 4.52679 -9.48967
C -5.33771 -5.51321 4.10412
C 2.98033 6.36977 -2.99964
O -0.45004 -2.70597 0.01378
C -7.68579 -5.39650 3.71218
N 3.57558 6.36554 -0.67688
C 2.01407 5.40360 -2.77371
C -6.62620 -5.85628 4.47661
N 4.18483 0.00920 1.65050
H -2.61037 -5.67965 7.07653
H -1.35674 -3.44695 3.63585
H 6.47175 2.47550 1.52761
F 0.81736 -0.08394 -0.67151
H 3.14913 6.77133 -3.98979
C 2.80798 3.97776 -7.47989
H 3.87252 3.92340 -7.66186
C 2.63985 5.43872 -0.47938
O -0.74374 1.62197 -1.09385
C 3.26887 0.56425 0.85841
O -1.33852 -0.18533 0.43828
H 1.40654 5.02944 -3.58987
H -8.70797 -5.63980 3.96784
C -5.16784 -4.72081 2.97908
C -2.05579 -5.58474 6.15259
C 2.29528 3.71121 -6.21978
H -4.17524 -4.42622 2.65406
C -2.08433 -4.41234 5.41519
S -1.82468 -1.85398 0.46373
N -0.59173 -6.59522 4.54526
H 2.95098 3.44249 -5.39804
C -1.29408 -6.64089 5.67509
H 2.53545 5.09575 0.54507
O -1.16385 -0.54162 -1.93939
H -6.80225 -6.47223 5.34944
H -0.05430 -5.45503 2.93296
N -6.17300 -4.27054 2.23134
C 3.41782 1.80402 0.25806
C -1.35946 -4.34379 4.23844
H 4.73529 3.48470 0.04456
C 5.54796 1.95485 1.31643
C 1.92471 4.31264 -8.49171
H 2.64035 2.20492 -0.37934
S -0.64189 0.25170 -0.92291
N 0.99606 3.76062 -5.92209
H -0.88588 4.11969 -6.64006
H 2.37808 -0.02047 0.70774
H 1.09269 4.16908 -1.26835
C 0.57238 4.36804 -8.20401

Force components x, y, z for each atom (eV/Å):
-0.045 -0.029 0.043
0.250 -0.240 2.245
-0.001 -0.001 -0.005
-0.147 -0.030 0.145
-0.017 0.005 -0.061
0.037 0.054 -0.003
-0.040 0.026 0.045
0.064 -0.082 -0.058
-0.391 -0.318 -0.905
0.051 0.007 0.052
0.102 0.192 -0.083
0.025 0.009 -0.030
-0.022 0.000 0.020
0.019 -0.097 0.056
-0.036 0.066 -0.096
0.089 0.069 0.038
0.001 0.000 0.002
0.005 -0.020 0.012
0.023 -0.011 0.069
1.007 0.853 1.425
0.021 0.007 -0.005
-0.022 -0.052 -0.073
-0.130 -0.061 -0.187
-0.034 -0.028 0.046
0.059 0.125 -0.027
0.020 -0.018 0.010
0.022 -0.036 0.009
0.007 -0.016 0.012
0.525 -0.554 0.252
0.012 0.011 0.005
0.019 -0.012 0.029
0.005 -0.012 0.027
0.009 -0.001 0.131
0.342 2.303 0.763
0.184 -0.054 0.168
1.553 -0.402 -0.269
0.009 -0.028 0.008
-0.009 0.012 -0.024
0.081 0.076 -0.093
0.030 -0.006 -0.021
-0.062 -0.041 0.155
0.036 -0.044 0.072
-0.069 0.087 0.084
-1.781 -0.127 -2.502
-0.061 0.068 0.011
0.056 0.016 -0.039
0.037 -0.121 0.006
-0.057 -0.045 -0.022
-0.110 -2.128 -1.239
0.000 -0.003 -0.005
-0.011 0.066 -0.006
-0.009 -0.043 0.064
-0.080 -0.039 -0.011
0.019 -0.008 -0.014
-0.003 0.005 0.013
-0.052 -0.075 0.013
0.036 0.022 -0.099
0.000 -0.004 -0.002
-1.681 0.642 -0.037
0.152 0.083 -0.138
-0.015 0.016 -0.063
-0.003 -0.047 0.067
-0.017 0.019 0.012
0.001 -0.007 0.006

Kohn-Sham gap   0.335 Eh
Total energy   -71117.46269 eV